[1]
Here is 12 unconnected molecules or ions with the total composition H24O12 in a non-equilibrium geometry from the Open Molecules 2025 dataset. Energies are from ωB97M-V/def2-TZVPD.

```
! wB97M-V def2-TZVPD RIJCOSX def2/J DEFGRID3
* xyz 0 1
H -19.468 3.928 6.456
H -22.081 6.389 11.515
H -18.178 5.619 8.871
O -17.234 5.585 9.096
O -22.601 5.759 12.062
H -20.365 8.166 13.062
O -19.802 5.352 11.588
H -21.601 3.666 8.214
O -19.244 3.219 9.973
H -18.329 3.596 10.056
O -20.176 5.348 4.868
H -20.397 6.112 5.432
H -18.602 9.196 9.453
O -22.445 3.905 8.576
H -19.458 7.241 12.269
H -18.765 7.797 5.814
O -19.873 3.541 7.242
H -20.452 5.505 3.997
H -20.470 2.893 6.832
H -21.908 7.650 9.399
H -22.304 6.161 12.881
H -19.681 9.604 10.314
H -19.690 4.749 12.294
H -16.748 6.243 8.613
H -19.669 3.731 9.261
O -19.363 8.823 9.930
H -19.694 6.527 8.215
H -20.075 6.479 9.688
H -22.157 3.854 9.532
H -20.943 8.097 10.537
O -19.886 5.881 8.894
H -18.759 8.326 7.158
O -19.480 8.086 12.769
H -19.303 4.862 10.929
O -21.743 7.617 10.376
O -19.076 7.570 6.712
*
```

Values from the calculation:
Energy above the lowest of the compared OMol25 structures with the same formula, charge and spin ... 2.5485 eV
LUMO energy ... -0.64 eV
SMILES string ... O.O.O.O.O.O.O.O.O.O.O.O
HOMO-LUMO gap ... 9.41 eV
E_tot ... -917.2317 Ha

Atom charges from the natural (NBO) analysis, given in e for atoms 1 to 6: H 0.498; H 0.486; H 0.489; O -0.991; O -0.951; H 0.457

---

[2]
Here is 8 unconnected molecules or ions with the total composition C32H42N6O6 in a non-equilibrium geometry from the Open Molecules 2025 dataset. Energies are from ωB97M-V/def2-TZVPD.

```
! wB97M-V def2-TZVPD RIJCOSX def2/J DEFGRID3
* xyz 0 1
H 2.135 0.029 -1.059
C -2.111 0.735 1.235
C 0.169 5.331 -4.335
H 0.659 1.823 -6.480
C 5.600 0.503 1.645
H 0.835 -3.276 -3.572
H -0.527 0.565 -6.825
C 0.212 -0.908 -1.460
C 0.334 0.818 -6.210
H 7.392 1.565 1.156
H -0.530 -0.511 -0.785
N -0.418 2.076 0.814
H -5.482 -1.787 1.521
C -1.262 0.762 2.378
C -4.264 -0.563 4.316
O 5.035 1.333 0.631
H -3.337 -2.208 -0.443
H -1.877 5.640 -4.747
H 0.600 5.677 -5.259
H -3.862 -2.361 5.335
H -3.887 0.100 5.076
C -0.345 1.806 -3.864
H 3.064 -1.814 -2.771
C -1.570 -4.759 -1.563
C -0.217 4.847 -2.176
H -4.751 -3.620 3.356
C 3.750 1.624 0.961
C 0.992 -1.816 4.563
H -1.874 1.778 -0.714
C 0.944 -0.807 5.552
H 1.242 -1.050 7.779
H -2.376 -4.698 -3.649
H 0.653 1.941 2.598
H 0.711 -1.743 3.525
H 1.539 -4.009 4.894
H -4.934 0.650 2.656
C -2.009 0.266 -3.654
H 0.458 1.999 -3.158
N -4.227 -1.917 4.513
H -3.872 -2.889 -2.694
N -3.129 -3.326 -2.179
H 0.609 -0.149 -4.252
N -1.171 5.376 -4.084
H 1.815 4.652 -3.021
H 5.490 -0.544 1.348
O -1.316 -0.082 -4.747
H -1.465 0.253 3.306
C -1.583 1.582 0.306
N -0.149 -1.951 -2.254
H -1.518 -3.911 0.579
C 1.559 -0.697 -1.609
H 0.500 0.173 5.462
H 0.137 2.773 0.352
O -2.981 -0.312 -3.268
H -2.458 5.074 -2.456
C 0.005 0.611 -4.748
C -2.336 -4.343 -2.634
H 1.127 0.121 -6.488
O -1.463 1.364 -3.096
C 2.018 -1.654 -2.558
H 1.868 -3.345 7.208
C -5.128 -1.595 2.520
H -1.074 -2.347 -2.237
C -4.805 -2.547 3.446
N 1.550 -2.699 6.509
C 1.276 -1.377 6.754
H -0.065 4.545 -1.152
H 5.072 1.422 3.580
C -0.214 1.574 2.073
C -1.879 -3.947 -0.434
C 1.361 -2.985 5.178
H 4.405 -0.200 3.342
C -2.822 -3.052 -0.874
O 3.502 1.289 2.238
H 7.299 1.098 2.898
O 2.982 2.177 0.242
C 4.667 0.728 2.841
H -0.620 2.679 -4.454
H -0.907 -5.606 -1.645
H -2.991 0.121 1.158
H 7.659 -0.097 1.677
C -1.427 5.107 -2.761
C 0.773 4.868 -3.191
C 7.083 0.807 1.872
C -4.794 -0.330 3.079
C 0.948 -2.431 -2.916
*
```

Values from the calculation:
Energy above the lowest of the compared OMol25 structures with the same formula, charge and spin ... 0.0000 eV
LUMO energy ... 0.66 eV
SMILES string ... C[C@H]1COC(=O)O1.C[C@H]1COC(=O)O1.c1cc[nH]c1.c1cc[nH]c1.c1cc[nH]c1.c1cc[nH]c1.c1cc[nH]c1.c1cc[nH]c1
HOMO-LUMO gap ... 8.30 eV
E_tot ... -2024.5117 Ha

Atom charges from the Löwdin analysis, given in e for atoms 1 to 6: H 0.076; C -0.114; C -0.149; H 0.080; C -0.310; H 0.107

---

[3]
Here is 2 unconnected molecules or ions with the total composition C4H11O3 in a non-equilibrium geometry from the Open Molecules 2025 dataset. Energies are from ωB97M-V/def2-TZVPD.

```
! wB97M-V def2-TZVPD RIJCOSX def2/J DEFGRID3
* xyz -2 2
H -2.635 -1.020 0.994
H 0.116 -0.226 0.383
H -0.687 -1.416 -2.252
H 4.156 -0.747 3.616
O -2.433 0.694 0.096
H 5.316 0.184 3.421
O -0.398 1.516 -1.170
H -2.565 -1.068 -0.858
C 0.091 0.557 -1.931
H -0.501 0.650 -2.857
C -0.615 -0.985 -0.070
H -0.374 -1.945 0.371
H 1.180 0.574 -2.173
H 0.882 -1.506 -1.806
H -1.751 1.224 -0.559
C -2.236 -0.666 0.029
O 4.580 -0.005 3.928
C -0.094 -0.963 -1.548
*
```

Values from the calculation:
Energy above the lowest of the compared OMol25 structures with the same formula, charge and spin ... 0.0000 eV
LUMO energy (alpha / beta) ... 6.00 / 5.98 eV
HOMO-LUMO gap (alpha / beta) ... 2.43 / 6.98 eV
Expectation value of S² ... 0.751
E_tot ... -384.5353 Ha

Atom charges from the natural (NBO) analysis, given in e for atoms 1 to 6: H 0.145; H 0.235; H 0.158; H 0.327; O -0.825; H 0.257

---

[4]
Here is a molecular structure, C9H13INO2 in a non-equilibrium geometry from the Open Molecules 2025 dataset. Energies are from ωB97M-V/def2-TZVPD.

```
! wB97M-V def2-TZVPD RIJCOSX def2/J DEFGRID3
* xyz -1 1
C 1.139 0.109 0.143
H 0.691 -3.831 0.438
H -3.014 0.775 0.759
C 1.001 -2.870 0.228
H -1.674 -0.824 -2.068
H -2.914 0.253 -1.617
C 1.166 1.444 0.138
H 1.722 -2.268 0.885
C -0.059 -0.615 0.148
C -1.834 0.072 -1.555
H 1.673 3.415 -0.055
C -0.248 -2.056 0.048
C -2.455 -0.131 0.824
H 1.881 2.991 1.475
N -0.785 1.580 0.047
C -1.284 0.284 -0.104
H -2.801 -1.001 0.471
H 1.619 -2.815 -0.704
O -1.373 2.633 -0.167
O -1.388 -2.543 -0.187
H 2.145 -0.522 0.138
C 1.958 2.594 0.488
H 3.076 2.463 0.551
H -1.953 -0.210 1.731
H -1.481 0.781 -2.174
I 5.192 0.291 0.120
*
```

Values from the calculation:
Energy above the lowest of the compared OMol25 structures with the same formula, charge and spin ... 3.1814 eV
LUMO energy (alpha / beta) ... 3.07 / 1.32 eV
HOMO-LUMO gap (alpha / beta) ... 7.12 / 5.36 eV
E_tot ... -853.5422 Ha

Atom charges from the natural (NBO) analysis, given in e for atoms 1 to 6: C -0.310; H 0.230; H 0.211; C -0.717; H 0.224; H 0.201